# 1
C23H68IN18NbO41PS | ωB97M-V/def2-TZVPD

Summary:
Kohn-Sham gap   6.3 eV
Molar mass   1535.7 g mol⁻¹
E_HOMO   -0.2041 Ha

ORCA input file:
```
! RIJCOSX wB97M-V def2-TZVPD def2/J DEFGRID3
* xyz -1 1
C 3.9056 -0.0521 -0.7230
C 3.0303 -1.0851 -1.5750
O 1.6509 -0.5326 -1.6007
C 2.9055 -2.5632 -0.9394
Nb 4.8669 -3.5063 -0.2745
S 4.2070 -5.8089 -1.1518
C 5.9055 -3.0576 -2.2575
C 7.4950 -3.1095 -1.9872
O 8.2315 -3.9648 -2.5511
I 8.5362 -1.6905 -0.6721
P 3.7427 -3.9633 2.0166
O 2.2159 -4.2543 1.8731
O 4.4113 -5.3569 2.7661
O 3.9004 -2.5803 3.0405
H 3.7075 1.0449 -0.9469
H 3.8359 -0.3070 0.4003
H 5.0092 -0.2584 -0.9979
H 3.3672 -1.0779 -2.6765
H 1.7560 0.4459 -1.6880
H 2.0867 -2.5237 -0.1371
H 2.4732 -3.2343 -1.7785
H 6.4394 -4.3091 0.2640
H 5.5095 -1.9843 0.4526
H 3.3609 -5.5806 -2.2273
H 5.6248 -2.0432 -2.6930
H 5.7040 -3.8866 -3.0293
H 3.8818 -5.4526 3.5980
H 4.1190 -2.9456 3.9318
C -0.2621 -1.0983 1.1810
N -0.5573 0.3579 1.2183
O -0.5425 0.9606 0.1552
O -0.7946 0.8492 2.3112
H -0.0701 -1.3928 0.1507
H 0.6186 -1.2706 1.7996
H -1.1340 -1.6178 1.5767
C 3.1234 4.6127 0.0295
N 3.9312 3.7136 -0.8316
O 3.5260 3.5088 -1.9657
O 4.9380 3.2412 -0.3401
H 2.2579 4.9521 -0.5362
H 2.8129 4.0384 0.9013
H 3.7529 5.4548 0.3140
C -3.9354 1.0885 0.6870
N -4.4268 -0.3086 0.5553
O -5.5885 -0.4673 0.2031
O -3.6329 -1.1985 0.8093
H -4.7421 1.7686 0.4324
H -3.6231 1.2311 1.7216
H -3.0985 1.2091 0.0004
C 7.0739 -6.8344 4.8031
N 7.2806 -5.5400 5.5005
O 8.4095 -5.0754 5.5002
O 6.3033 -5.0333 6.0251
H 8.0227 -7.1652 4.3869
H 6.7064 -7.5483 5.5386
H 6.3423 -6.6679 4.0115
C -5.4631 1.8235 -3.9023
N -4.5065 1.4896 -2.8152
O -4.3582 2.3128 -1.9244
O -3.9386 0.4162 -2.8916
H -5.8919 2.8039 -3.7035
H -4.9071 1.8276 -4.8389
H -6.2372 1.0573 -3.9050
C 0.3273 2.5957 -4.0218
N 1.1118 1.6843 -4.8948
O 0.7034 1.5046 -6.0332
O 2.1063 1.1834 -4.4077
H -0.5278 2.9687 -4.5822
H 0.0000 2.0204 -3.1558
H 0.9818 3.4134 -3.7285
C 10.0712 -6.3734 8.0253
N 9.5207 -7.7454 7.8891
O 8.3570 -7.8511 7.5428
O 10.2773 -8.6708 8.1356
H 9.2920 -5.6560 7.7762
H 10.3930 -6.2502 9.0593
H 10.9068 -6.2856 7.3393
C 8.9825 -0.0292 -4.8748
N 8.1867 0.3029 -3.6658
O 8.6035 1.1956 -2.9477
O 7.1732 -0.3460 -3.4821
H 9.8530 0.6230 -4.9116
H 9.2848 -1.0728 -4.7920
H 8.3437 0.1302 -5.7424
C -7.3403 2.5505 -0.1048
N -7.8446 3.6768 -0.9296
O -7.9305 4.7717 -0.3910
O -8.1382 3.4220 -2.0933
H -7.1221 2.9178 0.8948
H -8.1201 1.7913 -0.0740
H -6.4378 2.1722 -0.5816
C -2.3788 4.6936 1.1395
N -3.7144 4.8192 0.5028
O -3.7937 5.4893 -0.5110
O -4.6380 4.2354 1.0471
H -1.6549 5.2560 0.5556
H -2.4568 5.0959 2.1485
H -2.1219 3.6343 1.1543
C -0.0823 6.7035 3.7517
N 0.7395 5.8144 2.8899
O 0.3425 5.6092 1.7533
O 1.7521 5.3546 3.3829
H -0.9490 7.0383 3.1849
H -0.3898 6.1248 4.6218
H 0.5406 7.5493 4.0393
C -4.5874 -3.2311 3.2475
N -4.5168 -2.8984 4.6945
O -4.0590 -1.8100 4.9980
O -4.9243 -3.7429 5.4749
H -4.1937 -2.3934 2.6741
H -3.9865 -4.1250 3.0860
H -5.6337 -3.4081 3.0022
C 11.4115 -7.9905 3.4512
N 10.6097 -7.6610 4.6577
O 11.0220 -6.7667 5.3782
O 9.5949 -8.3115 4.8385
H 12.2805 -7.3365 3.4184
H 11.7157 -9.0331 3.5342
H 10.7758 -7.8317 2.5809
C -10.6383 4.3469 2.9824
N -9.8021 3.4642 2.1291
O -10.1970 3.2505 0.9887
O -8.7798 3.0169 2.6334
H -11.5066 4.6680 2.4096
H -10.9425 3.7687 3.8539
H -10.0269 5.2017 3.2684
C 1.1318 6.1376 -6.1302
N 1.2268 6.4497 -4.6803
O 1.7356 7.5115 -4.3676
O 0.7863 5.6151 -3.9082
H 1.5597 6.9631 -6.6953
H 1.6904 5.2189 -6.3058
H 0.0770 6.0110 -6.3704
C -10.7987 5.2365 -1.8292
N -12.1708 5.1878 -1.2594
O -12.3110 5.5409 -0.1017
O -13.0622 4.7955 -1.9969
H -10.1133 5.6017 -1.0678
H -10.5325 4.2254 -2.1333
H -10.8223 5.9133 -2.6825
C -14.7760 4.9479 -4.4030
N -15.2810 6.0749 -5.2306
O -15.3658 7.1683 -4.6974
O -15.5745 5.8216 -6.3872
H -14.5568 5.3160 -3.4052
H -15.5566 4.1888 -4.3711
H -13.8741 4.5680 -4.8805
C 1.3472 -9.0130 -2.8328
N 2.0239 -7.8761 -3.5078
O 3.2176 -7.9830 -3.7223
O 1.3300 -6.9159 -3.7973
H 2.0818 -9.7913 -2.6358
H 0.9241 -8.6372 -1.9021
H 0.5693 -9.3769 -3.5028
*
```

=====

# 2
ClFH2NOP | ωB97M-V/def2-TZVPD

Summary:
Kohn-Sham gap   10.7 eV
Molar mass   117.4 g mol⁻¹
E_HOMO   -0.3883 Ha
Energy above the lowest of the compared OMol25 structures with the same formula, charge and spin   176.22 kJ/mol

ORCA input file:
```
! RIJCOSX wB97M-V def2-TZVPD def2/J DEFGRID3
* xyz 0 1
N 0.1763 -1.2595 1.1497
O -0.1687 1.5232 0.9233
F 0.6866 0.4837 -1.8261
P -0.4623 0.1433 0.8618
Cl -2.1833 -0.3126 0.0958
H 1.1534 -1.5258 1.4616
H 0.7980 0.9478 -2.6662
*
```

=====

# 3
C16H34BFO8 | ωB97M-V/def2-TZVPD

Summary:
Kohn-Sham gap   10.0 eV
Molar mass   384.2 g mol⁻¹
E_HOMO   -0.3479 Ha
SMILES string   COB(O)[C@H]1OC(=O)C[C@@H]1C[C@@H](C)F.COCCOC.COCCOC

ORCA input file:
```
! RIJCOSX wB97M-V def2-TZVPD def2/J DEFGRID3
* xyz 0 1
C -2.0218 1.5811 -0.5199
O -2.4606 1.3949 -1.8672
B -1.4968 1.3667 -2.8409
O -1.6675 2.2007 -3.9057
C -0.2904 0.3063 -2.7474
O -0.7852 -0.8104 -3.5670
C 0.1637 -1.1227 -4.4784
O -0.0780 -1.7039 -5.5048
C 1.4967 -0.6290 -3.9545
C 1.1075 0.6753 -3.2750
C 2.0126 1.1174 -2.1172
C 2.8825 2.3629 -2.3278
C 3.1065 2.7941 -3.7605
F 2.3069 3.4421 -1.6297
H -0.9316 1.5798 -0.4586
H -2.3830 0.7486 0.0838
H -2.4045 2.5195 -0.1299
H -1.0178 2.0652 -4.6012
H -0.3100 -0.0830 -1.7274
H 2.1609 -0.5384 -4.8079
H 1.8060 -1.3670 -3.2145
H 0.9679 1.4415 -4.0359
H 2.6517 0.2892 -1.8182
H 1.3825 1.3491 -1.2578
H 3.8554 2.1865 -1.8623
H 3.9246 3.5064 -3.8173
H 2.2102 3.2913 -4.1351
H 3.2941 1.9365 -4.4039
C 1.8500 -5.0574 1.0887
O 0.5857 -4.6617 1.5879
C 0.4119 -3.2588 1.6578
C -0.3778 -2.7198 0.4854
O 0.3023 -2.8890 -0.7467
C -0.1462 -4.0110 -1.4930
H 1.7841 -6.1142 0.8360
H 2.1248 -4.4942 0.1941
H 2.6264 -4.9246 1.8501
H 1.3821 -2.7546 1.7189
H -0.1382 -3.0428 2.5791
H -0.5266 -1.6439 0.6315
H -1.3639 -3.1921 0.4449
H -1.0985 -3.7868 -1.9836
H -0.2612 -4.8973 -0.8662
H 0.6015 -4.2159 -2.2580
C -2.6135 2.2322 6.2555
O -1.8039 1.1461 5.8417
C -2.2366 0.5367 4.6394
C -1.4396 1.0051 3.4419
O -1.6290 2.3870 3.1851
C -0.5774 3.1992 3.6796
H -2.0610 2.7776 7.0187
H -2.8377 2.9072 5.4269
H -3.5523 1.8719 6.6897
H -3.3023 0.7241 4.4749
H -2.0978 -0.5432 4.7526
H -1.7834 0.4582 2.5573
H -0.3770 0.7832 3.5834
H 0.2995 3.1378 3.0260
H -0.2908 2.9131 4.6935
H -0.9361 4.2270 3.6889
*
```

=====

# 4
C3H10N3 | ωB97M-V/def2-TZVPD

Summary:
Kohn-Sham gap   9.9 eV
Molar mass   88.1 g mol⁻¹
E_HOMO   -0.4708 Ha
Energy above the lowest of the compared OMol25 structures with the same formula, charge and spin   203.36 kJ/mol

ORCA input file:
```
! RIJCOSX wB97M-V def2-TZVPD def2/J DEFGRID3
* xyz 1 1
C -0.8963 1.1587 0.8186
C -1.2025 0.9251 -0.4560
N -0.2285 0.1626 -1.2634
N -1.6718 1.8513 1.7084
H 0.0233 0.7480 1.2212
H -2.0095 1.3587 -1.0191
H 0.4147 0.7745 -1.7684
H 0.3424 -0.5318 -0.6990
H -0.7080 -0.3840 -1.9803
H -2.6710 1.7391 1.6407
H -1.3459 1.8345 2.6605
C 2.4014 -2.2861 -0.6700
N 1.4984 -1.6857 -0.0186
H 2.7560 -1.9099 -1.6252
H 2.8796 -3.1960 -0.3117
H 1.1944 -2.2364 0.7824
*
```

=====

Question: The highest E_HOMO belongs to which entry?
Answer: C23H68IN18NbO41PS